{
  "formula": "C3H12N4O2",
  "method": "ωB97M-V with the def2-TZVPD basis set",
  "symbols": ["O", "O", "N", "N", "N", "N", "C", "C", "C", "H", "H", "H", "H", "H", "H", "H", "H", "H", "H", "H", "H"],
  "positions_angstrom": [[-0.840944, 0.947151, -1.596633], [0.802597, 2.144322, -0.008301], [0.824535, 0.545684, 1.653930], [1.804249, 0.058401, -0.496552], [0.455911, -2.145430, -0.280360], [-0.705326, 0.248888, -0.362608], [0.789593, 0.925168, 0.280179], [-1.858023, 0.578865, 0.476841], [-0.643738, -1.552100, -0.793575], [-0.375831, 1.795129, -1.384411], [1.802124, 0.354573, -1.467122], [1.176049, -0.377440, 1.857084], [1.342554, -1.253144, -0.411288], [-1.803220, -0.008989, 1.389681], [0.302764, -2.488691, 0.663130], [2.728501, 0.155550, -0.094616], [1.028994, 1.334800, 2.246703], [-1.842926, 1.640678, 0.726557], [-0.590823, -1.358668, -1.861924], [-1.623893, -1.897556, -0.464982], [-2.773146, 0.352807, -0.071731]],
  "forces_ev_per_angstrom": [[-0.032, -0.312, 0.462], [-0.416, -0.015, -0.027], [-0.475, 0.043, -0.710], [-0.695, -0.288, 0.122], [1.043, 0.761, 0.187], [0.404, -0.652, -0.597], [0.559, -0.392, -0.071], [0.202, -0.027, -0.111], [-0.078, 1.386, -0.080], [0.069, -0.091, 0.102], [0.127, 0.192, 0.059], [0.122, 0.327, 0.295], [-1.173, -1.148, 0.310], [-0.004, -0.011, 0.016], [0.097, 0.034, -0.102], [-0.003, 0.375, -0.035], [0.193, -0.343, 0.118], [0.062, 0.001, 0.014], [-0.095, 0.042, -0.010], [0.046, 0.148, 0.053], [0.048, -0.030, 0.006]],
  "orbital_gap_ev": 9.730,
  "e_homo_ev": -8.86,
  "energy_ev": -13358.1214,
  "relative_energy_kcal_mol": 47.47
}